a.
{
  "formula": "C6H32N2O8",
  "method": "wB97M-V/def2-TZVPD",
  "total_charge": 0,
  "lumo_energy_ev": 0.13,
  "homo_ha": -0.31031,
  "smiles": "CC[C@@H](CNC)NC.O.O.O.O.O.O.O.O",
  "symbols": ["C", "N", "C", "C", "C", "C", "N", "C", "H", "H", "H", "H", "H", "H", "H", "H", "H", "H", "H", "H", "H", "H", "H", "H", "H", "H", "O", "H", "H", "O", "H", "H", "O", "H", "H", "O", "H", "H", "O", "H", "H", "O", "H", "H", "O", "H", "H", "O"],
  "positions_angstrom": [[1.24, -2.17, 3.13], [0.51, -1.67, 1.97], [1.64, 0.89, -0.69], [0.89, -0.49, -0.09], [1.00, -0.31, 1.44], [0.22, 1.05, 1.82], [0.98, 2.03, 2.69], [1.22, 3.34, 2.00], [1.08, -3.24, 3.20], [2.37, -2.08, 2.94], [0.88, -1.96, 4.11], [-0.45, -1.96, 2.06], [2.46, 1.10, -0.05], [2.05, 0.66, -1.68], [0.85, 1.58, -0.67], [-0.09, -0.67, -0.52], [1.68, -1.33, -0.38], [2.09, -0.34, 1.79], [-0.53, 0.70, 2.55], [-0.28, 1.57, 1.00], [1.93, 1.69, 2.77], [1.64, 3.27, 1.09], [1.75, 3.98, 2.69], [0.31, 3.99, 1.68], [-2.48, 1.10, -2.35], [-1.87, 2.43, -1.59], [-1.81, 1.82, -2.29], [3.99, -0.69, 0.98], [3.74, 0.68, 1.47], [4.13, 0.23, 0.70], [-0.55, 2.33, -3.82], [0.51, 2.53, -2.74], [0.40, 2.28, -3.70], [-4.21, 0.01, -1.01], [-4.05, -1.03, -2.19], [-3.85, -0.14, -1.84], [-0.58, -2.66, -1.25], [-1.19, -3.04, -2.55], [-1.26, -3.26, -1.59], [-4.02, -3.09, -0.54], [-3.02, -2.85, -1.44], [-3.98, -2.82, -1.46], [-2.74, -0.36, 0.06], [-1.53, 0.37, 0.04], [-1.91, -0.34, 0.58], [-0.10, -0.36, -2.98], [0.94, -1.46, -2.63], [-0.01, -1.34, -2.67]],
  "nbo_charge": [-0.413, -0.670, -0.636, -0.400, -0.054, -0.261, -0.610, -0.420, 0.195, 0.173, 0.176, 0.387, 0.223, 0.211, 0.176, 0.235, 0.192, 0.178, 0.222, 0.174, 0.331, 0.169, 0.205, 0.181, 0.527, 0.478, -1.014, 0.470, 0.459, -0.912, 0.487, 0.468, -0.956, 0.469, 0.527, -0.984, 0.496, 0.493, -0.967, 0.469, 0.497, -0.979, 0.466, 0.464, -0.929, 0.510, 0.482, -0.982]
}

b.
{
  "formula": "C6H32N2O8",
  "method": "wB97M-V/def2-TZVPD",
  "total_charge": 0,
  "lumo_energy_ev": 0.19,
  "homo_ha": -0.30383,
  "smiles": "CCN(C)[C@@H](C)CN.O.O.O.O.O.O.O.O",
  "symbols": ["C", "C", "N", "C", "C", "C", "C", "N", "H", "H", "H", "H", "H", "H", "H", "H", "H", "H", "H", "H", "H", "H", "H", "H", "H", "H", "O", "H", "H", "O", "H", "H", "O", "H", "H", "O", "H", "H", "O", "H", "H", "O", "H", "H", "O", "H", "H", "O"],
  "positions_angstrom": [[-0.25, -0.80, 0.75], [-0.41, -0.09, -0.58], [-1.61, 0.72, -0.66], [-2.85, -0.06, -0.71], [-0.79, 3.02, -1.00], [-1.55, 1.82, -1.63], [-1.05, 1.45, -3.03], [0.38, 1.35, -3.33], [-0.39, -0.33, 1.71], [0.78, -1.12, 0.91], [-0.86, -1.71, 0.78], [0.33, 0.70, -0.68], [-0.17, -0.90, -1.28], [-3.63, 0.48, -0.17], [-3.28, -0.10, -1.73], [-2.68, -1.08, -0.41], [-1.55, 3.68, -0.61], [-0.14, 3.49, -1.74], [-0.08, 2.63, -0.27], [-2.58, 2.09, -1.78], [-1.43, 2.11, -3.80], [-1.61, 0.56, -3.33], [0.89, 2.06, -2.83], [0.76, 0.48, -2.97], [2.28, 0.89, -1.11], [3.66, 0.35, -0.62], [3.22, 0.85, -1.31], [2.87, 0.18, 3.81], [2.39, 1.12, 2.76], [3.02, 0.39, 2.88], [2.75, -1.43, -3.28], [1.54, -2.27, -3.27], [2.01, -1.65, -2.70], [3.34, -1.71, 2.74], [2.15, -2.06, 1.83], [2.74, -2.42, 2.49], [1.49, -1.80, 3.79], [0.34, -2.54, 4.18], [0.64, -1.62, 4.25], [0.69, 0.29, 4.34], [-0.16, 1.56, 4.38], [0.73, 1.25, 4.19], [-2.27, -0.32, 2.63], [-3.12, -1.43, 3.18], [-2.40, -1.27, 2.56], [-2.15, -2.36, -3.17], [-0.75, -2.11, -2.70], [-1.24, -2.35, -3.50]],
  "nbo_charge": [-0.608, -0.209, -0.461, -0.415, -0.622, -0.050, -0.261, -0.829, 0.217, 0.180, 0.216, 0.174, 0.155, 0.197, 0.166, 0.207, 0.222, 0.201, 0.209, 0.197, 0.196, 0.199, 0.343, 0.365, 0.468, 0.476, -0.943, 0.469, 0.502, -0.969, 0.481, 0.470, -0.946, 0.494, 0.481, -0.952, 0.489, 0.485, -0.989, 0.501, 0.475, -0.984, 0.471, 0.469, -0.937, 0.470, 0.464, -0.933]
}

Which of them is the most stable, and which is the least stable? b and a, in that order.

a.
{
  "formula": "C5H4F8HgO",
  "method": "wB97M-V/def2-TZVPD",
  "total_charge": -1,
  "multiplicity": 2,
  "lumo_energy_ev": [3.71, 2.86],
  "homo_ha": [-0.10716, -0.18449],
  "symbols": ["Hg", "F", "C", "F", "H", "C", "C", "O", "C", "F", "F", "F", "C", "F", "F", "F", "H", "H", "H"],
  "positions_angstrom": [[0.09, 0.28, -0.31], [0.32, 1.22, 2.62], [1.18, 0.79, 1.63], [2.08, 1.83, 1.45], [1.76, -0.03, 2.07], [-1.33, 1.22, -3.45], [-1.95, 2.02, -2.30], [-1.24, 1.99, -1.15], [-2.06, 3.50, -2.76], [-2.78, 3.66, -3.90], [-0.84, 4.00, -3.02], [-2.62, 4.30, -1.84], [-3.38, 1.46, -2.05], [-3.30, 0.17, -1.66], [-4.05, 2.12, -1.09], [-4.18, 1.47, -3.15], [-0.32, 1.61, -3.62], [-1.90, 1.27, -4.38], [-1.24, 0.18, -3.13]],
  "mulliken_spin": [0.615, 0.017, 0.336, 0.016, 0.009, -0.011, 0.046, -0.064, 0.011, 0.000, 0.001, 0.000, 0.005, -0.003, 0.000, -0.001, -0.010, 0.010, 0.023]
}

b.
{
  "formula": "C5H4F8HgO",
  "method": "wB97M-V/def2-TZVPD",
  "total_charge": -1,
  "multiplicity": 2,
  "lumo_energy_ev": [3.69, 2.60],
  "homo_ha": [-0.12737, -0.17234],
  "symbols": ["Hg", "F", "C", "F", "H", "C", "C", "O", "C", "F", "F", "F", "C", "F", "F", "F", "H", "H", "H"],
  "positions_angstrom": [[-3.00, -0.04, 0.11], [-2.13, 1.08, 2.94], [-2.83, -0.01, 2.52], [-2.16, -1.12, 2.94], [-3.83, 0.00, 2.95], [0.59, -1.15, -1.61], [0.56, 0.02, -0.60], [-0.59, 0.15, 0.05], [1.71, -0.23, 0.41], [2.94, -0.36, -0.15], [1.49, -1.38, 1.08], [1.82, 0.74, 1.33], [0.87, 1.32, -1.40], [-0.09, 1.54, -2.32], [0.92, 2.42, -0.63], [2.04, 1.29, -2.09], [0.37, -2.06, -1.07], [1.54, -1.25, -2.14], [-0.21, -0.98, -2.34]],
  "mulliken_spin": [0.423, 0.027, 0.489, 0.026, 0.009, 0.000, -0.070, 0.042, 0.007, 0.000, 0.001, 0.000, 0.023, 0.006, 0.002, 0.000, -0.004, 0.002, 0.016]
}

Which of them is the most stable, and which is the least stable? a and b, in that order.

a.
{
  "formula": "C8H11NO",
  "method": "wB97M-V/def2-TZVPD",
  "total_charge": 0,
  "lumo_energy_ev": 0.83,
  "homo_ha": -0.36161,
  "smiles": "[H]/N=C(/O)C1(CC#C)CCC1",
  "symbols": ["C", "C", "C", "C", "C", "C", "C", "C", "N", "H", "H", "H", "H", "H", "H", "H", "H", "H", "O", "H", "H"],
  "positions_angstrom": [[-0.62, -2.93, -1.32], [-0.92, -1.83, -0.89], [-1.26, -0.50, -0.38], [-0.06, 0.24, 0.23], [0.99, 0.67, -0.83], [0.33, 2.07, -0.88], [-0.39, 1.75, 0.45], [0.47, -0.46, 1.44], [1.43, -1.31, 1.55], [-0.38, -3.91, -1.69], [-1.67, 0.10, -1.20], [-2.05, -0.59, 0.38], [2.01, 0.72, -0.41], [1.02, 0.08, -1.76], [1.01, 2.93, -0.88], [-0.37, 2.17, -1.72], [-1.45, 2.00, 0.53], [0.14, 2.16, 1.32], [-0.37, -0.58, 2.46], [2.04, -1.26, 0.73], [0.11, -1.50, 2.86]],
  "nbo_charge": [-0.228, -0.018, -0.472, -0.112, -0.402, -0.402, -0.387, 0.581, -0.744, 0.241, 0.239, 0.254, 0.214, 0.220, 0.212, 0.204, 0.211, 0.218, -0.687, 0.347, 0.513]
}

b.
{
  "formula": "C8H11NO",
  "method": "wB97M-V/def2-TZVPD",
  "total_charge": 0,
  "lumo_energy_ev": 0.85,
  "homo_ha": -0.26361,
  "smiles": "C=C=c1cc[nH]c1=C.CO",
  "symbols": ["C", "C", "C", "C", "C", "C", "C", "C", "N", "O", "H", "H", "H", "H", "H", "H", "H", "H", "H", "H", "H"],
  "positions_angstrom": [[-0.40, 0.63, -1.15], [-0.99, 1.59, -1.86], [-0.63, 0.93, 0.24], [-1.18, 2.35, 0.36], [-1.54, 3.06, 1.42], [-0.40, 0.10, 1.21], [0.00, -0.42, 2.31], [2.18, -3.35, -1.03], [-1.43, 2.63, -0.97], [1.30, -3.17, 0.08], [0.04, -0.20, -1.63], [-1.03, 1.58, -2.96], [-1.93, 3.98, 1.21], [-1.31, 2.57, 2.32], [1.00, -0.44, 2.69], [-0.51, -1.02, 2.93], [0.79, -3.93, 0.04], [2.88, -4.12, -0.79], [2.79, -2.44, -1.22], [1.69, -3.94, -1.89], [-1.32, 3.61, -1.29]],
  "nbo_charge": [-0.282, -0.001, -0.170, 0.196, -0.500, 0.144, -0.462, -0.265, -0.612, -0.706, 0.228, 0.218, 0.205, 0.220, 0.215, 0.206, 0.457, 0.159, 0.194, 0.163, 0.394]
}

Which of them is the most stable, and which is the least stable? a and b, in that order.

a.
{
  "formula": "C3H8O4",
  "method": "wB97M-V/def2-TZVPD",
  "total_charge": 0,
  "lumo_energy_ev": 0.54,
  "homo_ha": -0.38567,
  "smiles": "O=C(O)CCO.O",
  "symbols": ["O", "C", "O", "C", "C", "O", "H", "H", "H", "H", "H", "H", "H", "H", "O"],
  "positions_angstrom": [[0.74, -0.25, 1.79], [0.15, -0.72, 0.86], [-1.17, -1.10, 1.01], [0.64, -0.96, -0.54], [0.80, 0.39, -1.24], [2.20, 0.70, -1.26], [-1.37, -0.92, 1.94], [0.04, -1.67, -1.09], [1.63, -1.39, -0.40], [0.28, 1.17, -0.68], [0.49, 0.35, -2.29], [2.32, 1.62, -1.51], [-3.07, 1.12, 0.52], [-2.25, 0.55, -0.53], [-2.64, 1.37, -0.29]],
  "nbo_charge": [-0.574, 0.798, -0.712, -0.552, -0.060, -0.725, 0.492, 0.234, 0.263, 0.185, 0.176, 0.472, 0.464, 0.464, -0.927]
}

b.
{
  "formula": "C3H8O4",
  "method": "wB97M-V/def2-TZVPD",
  "total_charge": 0,
  "lumo_energy_ev": 0.54,
  "homo_ha": -0.35610,
  "smiles": "O=C(CO)CO.O",
  "symbols": ["C", "C", "C", "H", "H", "H", "H", "H", "H", "H", "H", "O", "O", "O", "O"],
  "positions_angstrom": [[-0.56, 1.04, 0.58], [0.52, -0.02, 0.49], [1.60, 0.12, -0.52], [-2.65, -1.78, -0.75], [-3.87, -1.39, 0.05], [0.15, 2.85, -0.16], [-0.70, 1.34, 1.61], [-1.58, 0.61, 0.28], [1.18, 0.17, -1.48], [2.14, 1.00, -0.20], [1.84, -1.79, -0.72], [-3.20, -1.00, -0.54], [-0.40, 2.09, -0.37], [0.44, -1.02, 1.20], [2.43, -1.06, -0.53]],
  "nbo_charge": [-0.189, 0.524, -0.171, 0.471, 0.472, 0.478, 0.202, 0.253, 0.205, 0.204, 0.470, -0.938, -0.737, -0.548, -0.696]
}

Which of them is the most stable, and which is the least stable? a and b, in that order.